Density functional theory data (the ωB97M-V functional and the def2-TZVPD basis) for a 12-piece molecular cluster, C36H104N16O12 overall at a distorted geometry.

CARTESIAN COORDINATES (ANGSTROEM)
C (-0.7924, 6.6329, 3.9076)
O (-2.1118, 6.0860, 4.2202)
C (-2.0140, 4.8833, 4.9287)
C (-0.8432, 3.8016, 4.6458)
C (-1.0894, 2.8468, 3.5180)
N (-0.5212, 3.0775, 5.8254)
H (-0.3349, 6.0656, 3.0971)
H (-0.2443, 6.8957, 4.8124)
H (-0.9430, 7.5931, 3.4141)
H (-1.9231, 4.9617, 6.0121)
H (-2.9490, 4.3247, 4.8870)
H (0.1116, 4.2875, 4.4448)
H (-0.6004, 1.8934, 3.7181)
H (-0.6519, 3.2386, 2.5997)
H (-2.1463, 2.5872, 3.5773)
H (0.3451, 2.6001, 5.6210)
H (-1.1002, 2.2506, 5.8562)
C (4.1821, -5.4571, 2.6706)
O (4.5098, -4.3650, 1.8454)
C (3.4364, -3.5605, 1.3795)
C (3.8683, -2.4766, 0.4345)
C (2.8549, -1.3269, 0.2849)
N (4.1994, -2.9485, -0.9178)
H (3.5161, -5.2464, 3.5074)
H (5.0823, -5.8757, 3.1206)
H (3.7075, -6.1467, 1.9726)
H (2.7763, -4.3031, 0.9313)
H (2.9468, -3.2001, 2.2842)
H (4.7821, -2.0848, 0.8813)
H (3.2754, -0.4754, -0.2501)
H (2.6325, -1.0897, 1.3253)
H (1.9637, -1.6795, -0.2343)
H (5.1725, -3.2188, -0.9179)
H (4.3249, -2.2353, -1.6219)
C (3.1517, -4.5668, -7.1246)
O (2.8253, -3.7957, -6.0546)
C (2.2076, -2.5250, -6.3674)
C (2.3839, -1.5365, -5.2878)
C (1.9085, -1.9207, -3.8560)
N (1.6009, -0.3449, -5.6549)
H (2.3238, -4.8590, -7.7706)
H (3.5838, -5.5074, -6.7832)
H (3.8349, -3.9865, -7.7449)
H (2.3768, -2.2202, -7.4001)
H (1.1737, -2.8457, -6.4956)
H (3.4647, -1.4582, -5.1699)
H (2.2703, -2.7767, -3.2864)
H (0.8450, -2.1510, -3.9192)
H (2.0068, -1.1304, -3.1118)
H (2.0538, 0.2193, -6.3597)
H (1.6687, 0.3023, -4.8825)
C (-5.2866, 4.1080, 2.1516)
O (-4.9405, 2.9180, 1.5894)
C (-3.5554, 2.8368, 1.1665)
C (-3.4759, 2.0937, -0.1269)
C (-4.2346, 2.8145, -1.2049)
N (-4.2043, 0.8499, 0.0619)
H (-4.5180, 4.4824, 2.8278)
H (-6.1967, 3.8979, 2.7134)
H (-5.4016, 4.8959, 1.4072)
H (-3.0457, 3.7869, 1.0064)
H (-2.8673, 2.2514, 1.7763)
H (-2.4118, 2.0191, -0.3509)
H (-4.4591, 3.8553, -0.9713)
H (-5.2798, 2.5208, -1.3016)
H (-3.6738, 2.8814, -2.1372)
H (-4.9681, 1.3635, 0.4776)
H (-3.6977, 0.3639, 0.7880)
C (0.9441, -1.5619, 3.3888)
O (0.1515, -2.7649, 3.5909)
C (0.2464, -3.1135, 5.0431)
C (-0.4754, -4.4537, 5.3632)
C (0.0661, -5.6376, 4.4797)
N (-1.8579, -4.2263, 5.0916)
H (2.0212, -1.7257, 3.3554)
H (0.7461, -0.8347, 4.1764)
H (0.7021, -1.1817, 2.3964)
H (1.2729, -3.3621, 5.3125)
H (-0.1965, -2.3447, 5.6763)
H (-0.3390, -4.6697, 6.4229)
H (1.1513, -5.7358, 4.5056)
H (-0.2814, -5.4663, 3.4608)
H (-0.2887, -6.6019, 4.8435)
H (-2.3658, -5.0629, 5.3411)
H (-1.8851, -4.0993, 4.0900)
C (2.1370, 3.9288, 1.5741)
O (2.6894, 4.7787, 0.6359)
C (2.1390, 6.1084, 0.5531)
C (3.0776, 6.9861, -0.2408)
C (4.5211, 7.1265, 0.3270)
N (2.5309, 8.3386, -0.3659)
H (2.7108, 3.0288, 1.3529)
H (1.0779, 3.7359, 1.4036)
H (2.3602, 4.1818, 2.6106)
H (1.1169, 6.2205, 0.1915)
H (1.9585, 6.4759, 1.5633)
H (3.2247, 6.6454, -1.2657)
H (5.2650, 7.4510, -0.4006)
H (4.9431, 6.1560, 0.5881)
H (4.5734, 7.8147, 1.1706)
H (1.8445, 8.5261, -1.0827)
H (3.2177, 9.0140, -0.6696)
C (-0.3696, -3.8550, -1.0343)
O (-1.1225, -4.9245, -1.4927)
C (-0.3388, -6.0507, -1.8132)
C (-0.5886, -7.1192, -0.8010)
C (-0.0095, -8.3832, -1.4026)
N (-1.9170, -7.3793, -0.4335)
H (-1.0537, -3.1986, -0.4965)
H (0.1532, -3.3179, -1.8257)
H (0.3442, -3.9808, -0.2202)
H (-0.8205, -6.3197, -2.7532)
H (0.7203, -5.9095, -2.0291)
H (-0.1118, -6.8465, 0.1405)
H (-0.6024, -8.7322, -2.2481)
H (0.0305, -9.2139, -0.6980)
H (0.9829, -8.1198, -1.7684)
H (-2.3246, -7.4470, -1.3551)
H (-2.2971, -6.4932, -0.1330)
C (-0.3306, 5.1032, -4.3775)
O (-0.2600, 4.9843, -2.9321)
C (0.2447, 3.7087, -2.4104)
C (1.7843, 3.4361, -2.6450)
C (2.1569, 2.5439, -3.7548)
N (2.4038, 2.8584, -1.4402)
H (-0.9218, 4.2886, -4.7959)
H (0.6445, 5.1078, -4.8646)
H (-0.8190, 6.0120, -4.7291)
H (0.0340, 3.7244, -1.3410)
H (-0.3195, 2.9540, -2.9583)
H (2.2598, 4.4078, -2.7783)
H (2.2073, 1.4602, -3.6498)
H (3.1952, 2.7943, -3.9721)
H (1.6586, 2.7758, -4.6962)
H (3.3715, 2.5693, -1.4306)
H (2.2441, 3.5260, -0.6993)
N (-4.0489, 0.2327, 3.6420)
C (-3.1661, -0.7022, 3.3283)
N (-2.2830, -0.8332, 4.2259)
O (-3.2862, -1.3478, 2.3831)
H (-4.8578, 0.3818, 3.0559)
H (-3.9546, 0.7197, 4.5218)
H (-1.5738, -1.5399, 4.0929)
H (-2.3326, -0.2289, 5.0336)
N (-3.5669, -2.2411, -1.1270)
C (-4.5143, -3.1173, -1.3623)
N (-4.0452, -4.1472, -2.0772)
O (-5.6669, -2.9399, -0.9864)
H (-3.8922, -1.4275, -0.6247)
H (-2.5979, -2.3737, -1.3792)
H (-3.0409, -4.2372, -2.1355)
H (-4.6939, -4.8930, -2.2847)
N (-1.0373, -0.1705, -4.8176)
C (-1.4569, -0.0535, -3.5639)
N (-2.3154, 0.9179, -3.5268)
O (-1.0940, -0.6816, -2.6137)
H (-1.3071, 0.3515, -5.6391)
H (-0.1736, -0.6680, -4.9810)
H (-2.8911, 0.8287, -2.7017)
H (-2.7035, 1.3237, -4.3662)
N (-1.1132, -0.1491, 0.1545)
C (-0.0520, 0.6175, 0.3465)
N (0.5886, 0.7590, -0.8131)
O (0.2792, 1.0181, 1.4316)
H (-1.8184, -0.2763, 0.8663)
H (-1.2713, -0.4750, -0.7884)
H (0.2790, 0.3748, -1.6944)
H (1.4938, 1.1674, -0.6287)

## Properties
charge = 0
LUMO = 0.008 Ha
HOMO-LUMO gap = 8.95 eV

Results of the Löwdin charge analysis, in e, for atoms 1 through 4: number 1, C, carries -0.0739; number 2, O, carries -0.1696; number 3, C, carries -0.1919; number 4, C, carries -0.4472